Record 1
ORCA calculation (wB97M-V/def2-TZVPD) on H22O11Xe as an isolated structure.

As for the HOMO energy: -9.71 eV. The calculation puts the LUMO energy at -0.6 eV. The HOMO-LUMO gap comes out at 9.119 eV. For the total energy, the calculation gives -31842.4335 eV. The energy above the lowest of the compared OMol25 structures with the same formula, charge and spin is 11.8 kcal/mol.

CARTESIAN COORDINATES (ANGSTROEM)
Xe -0.051 0.193 -1.129
O -0.938 -0.576 2.287
H -1.349 -1.092 2.981
H -1.671 -0.170 1.824
O 0.563 1.685 2.119
H 1.294 1.517 2.712
H -0.042 0.959 2.270
O 3.649 -1.058 -0.535
H 2.913 -1.377 -0.013
H 4.368 -0.974 0.092
O -3.229 0.339 1.171
H -3.442 -0.587 1.290
H -3.340 0.725 2.040
O -3.682 0.775 -1.638
H -3.556 0.137 -2.340
H -3.186 0.422 -0.900
O 3.692 1.855 -1.252
H 3.006 2.373 -0.830
H 3.510 0.954 -0.987
O 1.400 -1.933 1.526
H 1.454 -2.833 1.849
H 0.678 -1.544 2.018
O 0.083 -3.673 -0.652
H 0.287 -3.239 0.177
H 0.516 -4.525 -0.590
O 0.111 3.685 -2.638
H -0.767 3.530 -2.290
H 0.156 3.142 -3.425
O 1.527 3.454 -0.182
H 1.004 3.508 -0.981
H 1.029 2.873 0.392
O -2.283 -2.712 -1.229
H -2.259 -2.751 -2.186
H -1.445 -3.082 -0.952

=====

Record 2
ORCA calculation (wB97M-V/def2-TZVPD) on H22O15PdPtS as an isolated structure.

As for the HOMO energy (alpha / beta): -16.32 / -16.30 eV. The calculation puts the LUMO energy (alpha / beta) at -10.2 / -11.2 eV. As for the expectation value of S²: 6.419. The HOMO-LUMO gap (alpha / beta) comes out at 6.087 / 5.127 eV. For the total energy, the calculation gives -48600.5543 eV. As for the multiplicity: 5. The net charge is +2.

CARTESIAN COORDINATES (ANGSTROEM)
Pt -1.681 0.220 -0.898
Pd 0.854 0.135 0.155
S 0.702 0.078 -3.334
O 1.360 -1.344 -3.643
O -0.055 0.307 -4.443
O -3.198 1.555 -0.723
O 0.000 0.229 -1.697
O 3.740 -0.644 4.063
H 1.714 -1.230 1.429
H 3.711 0.200 4.451
O -3.143 -0.483 0.756
H -3.707 0.313 1.083
H -3.734 -1.162 0.532
O -5.588 0.239 -0.822
H -5.445 1.144 -0.689
H -5.501 0.088 -1.811
O 3.208 -0.367 0.193
H 3.646 0.490 0.440
H 3.919 -0.591 -0.636
O -5.114 0.948 2.645
H -4.920 1.897 2.516
H -5.901 1.037 2.040
O -2.185 -3.424 2.201
H -1.520 -2.730 2.187
H -3.004 -3.030 2.174
O 5.171 -1.759 -2.096
H 4.824 -0.929 -2.226
H 5.940 -1.736 -1.493
O -1.877 -2.560 -1.531
H -1.328 -2.699 -2.421
H -2.079 -3.510 -1.354
O 4.367 2.218 -0.306
H 5.074 2.538 -0.896
H 3.677 2.865 -0.701
O 1.658 1.200 -3.015
H 2.169 1.365 -3.808
H 4.607 -0.558 3.556
O -0.100 2.951 2.483
H -0.830 3.570 2.510
H 0.571 3.167 3.130

=====

Record 3
ORCA calculation (wB97M-V/def2-TZVPD) on H22O27S4Zn3 as an isolated structure.

As for the HOMO energy: -1.93 eV. The calculation puts the LUMO energy at 2.3 eV. The HOMO-LUMO gap comes out at 4.223 eV. For the total energy, the calculation gives -244242.9293 eV. The energy above the lowest of the compared OMol25 structures with the same formula, charge and spin is 21.5 kcal/mol. The net charge is -2.

CARTESIAN COORDINATES (ANGSTROEM)
Zn -2.301 0.826 -2.211
Zn -1.417 -2.442 1.126
Zn 3.431 0.106 0.180
S 0.060 0.364 -0.002
O -0.626 -0.759 0.643
O -0.527 0.549 -1.358
O -0.128 1.557 0.832
O 1.483 0.021 -0.070
S 3.640 3.427 0.802
O 3.631 1.932 0.825
O 4.867 3.917 0.153
O 2.488 3.905 0.049
O 3.570 3.787 2.228
S -2.883 -2.405 -1.848
O -4.285 -2.797 -1.813
O -2.216 -2.773 -0.583
O -2.159 -2.991 -2.959
O -2.804 -0.937 -2.018
S 3.541 -3.169 -0.442
O 3.102 -3.368 -1.814
O 3.690 -1.728 -0.189
O 2.513 -3.696 0.492
O 4.841 -3.799 -0.170
O -0.600 -2.309 3.054
H -1.151 -2.566 3.802
H 0.310 -2.414 3.361
O -1.500 0.326 -4.124
H -0.564 0.586 -3.999
H -1.459 -0.612 -4.376
O -3.275 -1.527 1.635
H -4.053 -1.767 1.107
H -3.601 -0.945 2.332
O 3.058 -0.518 2.146
H 2.712 0.058 2.855
H 3.260 -1.367 2.555
O -1.647 2.715 -2.679
H -0.725 2.990 -2.523
H -2.050 3.436 -3.173
O -2.476 1.842 2.112
H -1.589 1.565 1.771
H -2.548 1.420 2.972
O 0.179 -3.447 0.405
H 1.170 -3.306 0.244
H 0.035 -4.368 0.165
O -3.255 1.341 -0.398
H -3.816 0.606 -0.127
H -2.890 1.699 0.438
O 1.163 1.429 3.256
H 1.916 2.061 3.244
H 0.800 1.456 2.336
O 1.285 0.382 -3.479
H 0.846 0.365 -2.612
H 2.182 0.676 -3.297
O -0.837 3.875 -0.326
H -0.658 3.014 0.144
H -1.732 3.782 -0.672

=====

Record 4
ORCA calculation (wB97M-V/def2-TZVPD) on H23O11 as an isolated structure.

As for the HOMO energy: -13.27 eV. The calculation puts the LUMO energy at -3.0 eV. The HOMO-LUMO gap comes out at 10.300 eV. For the total energy, the calculation gives -22888.9481 eV. The energy above the lowest of the compared OMol25 structures with the same formula, charge and spin is 80.8 kcal/mol. The net charge is +1.

CARTESIAN COORDINATES (ANGSTROEM)
O 1.124 -0.237 -3.827
H 0.936 0.342 -4.583
H 2.032 0.027 -3.630
O -2.327 -3.872 1.565
H -1.625 -4.492 1.849
H -2.455 -4.185 0.651
O 0.388 2.359 -1.803
H -3.191 0.451 0.815
H -1.017 -3.846 -2.137
O 3.002 -1.080 -1.258
H 3.135 -2.015 -1.599
H 0.406 0.123 -2.375
O -1.738 1.182 3.434
H -1.721 2.070 3.066
H 3.906 -0.767 -1.171
O -0.456 0.533 0.439
H -1.177 -0.110 0.741
H -0.560 2.527 -1.730
O 0.395 2.844 1.268
H 0.639 1.557 -1.332
O 2.693 2.683 2.581
H 2.927 3.424 2.018
H 3.082 2.687 3.452
O 0.585 -0.398 -1.495
H 0.379 3.301 0.376
H -0.203 -0.035 -0.552
O -2.778 -0.364 0.525
H 1.534 -0.429 -1.216
H -3.421 -0.833 -0.027
O -1.340 -3.814 -1.232
H -0.479 -3.760 -0.798
H -0.275 1.471 0.742
H -0.901 1.023 3.892
H 1.317 2.530 1.322

=====

Record 5
ORCA calculation (wB97M-V/def2-TZVPD) on a 12-piece molecular cluster, H23O12 overall.

As for the HOMO energy: -7.43 eV. The calculation puts the LUMO energy at 2.6 eV. The HOMO-LUMO gap comes out at 10.003 eV. For the total energy, the calculation gives -24944.4456 eV. The energy above the lowest of the compared OMol25 structures with the same formula, charge and spin is 82.2 kcal/mol. The net charge is -1.

CARTESIAN COORDINATES (ANGSTROEM)
O 3.354 -0.490 -3.636
H 1.268 0.621 1.591
H -2.132 1.654 -4.440
O 0.376 1.507 4.692
H 0.308 2.452 4.611
H 1.008 1.043 4.131
O -2.697 1.335 -0.826
H -2.110 2.030 -0.538
O -1.844 0.769 -4.126
H 3.546 -2.152 0.984
H -1.273 1.114 -3.305
O 0.561 0.587 2.237
H 0.871 -2.895 2.092
H -0.996 -1.950 0.072
O 0.822 -0.493 -0.163
H 0.099 2.508 -2.833
H -2.457 0.948 -1.697
O 3.927 -2.865 1.510
H 3.211 -3.266 2.005
H 0.733 0.546 -0.089
O -4.643 0.190 0.569
H -4.562 -0.657 0.111
H -4.047 0.782 -0.004
O 1.276 -3.573 2.655
H 0.996 -4.412 2.285
H -0.665 -1.056 1.278
O 0.013 1.631 -2.443
H 2.503 -0.493 -4.146
H 0.217 2.454 0.318
O -0.386 1.814 -0.055
H -0.157 1.913 -1.342
H 1.094 -0.308 -1.084
O -0.880 -1.972 1.017
H 2.777 -0.079 -2.910
H -0.109 0.762 1.480

=====

Record 6
ORCA calculation (wB97M-V/def2-TZVPD) on a 11-piece molecular cluster, H24NO10 overall.

As for the HOMO energy: -12.35 eV. The calculation puts the LUMO energy at -3.1 eV. The HOMO-LUMO gap comes out at 9.203 eV. For the total energy, the calculation gives -22350.1177 eV. The energy above the lowest of the compared OMol25 structures with the same formula, charge and spin is 15.7 kcal/mol. The net charge is +1.

CARTESIAN COORDINATES (ANGSTROEM)
N 25.267 13.765 1.159
H 25.899 14.313 0.518
H 24.358 14.252 1.067
H 25.627 13.885 2.119
H 25.278 12.793 0.791
O 20.931 14.934 -0.186
H 21.756 15.285 0.194
H 20.998 13.970 -0.146
O 25.553 11.008 0.279
H 26.004 10.596 1.029
H 25.884 10.517 -0.490
O 25.319 12.779 -2.030
H 25.113 12.198 -1.288
H 24.548 12.728 -2.610
O 21.432 12.060 0.381
H 21.632 11.882 1.326
H 20.509 11.802 0.262
O 26.789 15.007 3.390
H 27.372 14.860 4.149
H 27.360 15.440 2.730
O 23.103 16.393 0.966
H 22.542 17.155 0.770
H 23.714 16.692 1.674
O 27.281 15.295 -0.201
H 28.240 15.236 -0.297
H 27.017 16.046 -0.751
O 22.987 14.791 4.237
H 22.502 15.591 4.480
H 23.659 14.693 4.924
O 22.162 12.260 3.096
H 22.126 12.981 3.751
H 22.217 11.447 3.614
O 25.305 17.321 2.319
H 25.820 18.116 2.133
H 25.871 16.771 2.885

=====

Record 7
ORCA calculation (wB97M-V/def2-TZVPD) on a 13-piece molecular cluster, H24NO15 overall.

As for the HOMO energy: -7.92 eV. The calculation puts the LUMO energy at 2.0 eV. The HOMO-LUMO gap comes out at 9.971 eV. For the total energy, the calculation gives -32591.5151 eV. The energy above the lowest of the compared OMol25 structures with the same formula, charge and spin is 28.4 kcal/mol. The net charge is -1.

CARTESIAN COORDINATES (ANGSTROEM)
N 0.237 0.518 0.486
O 0.203 0.704 1.722
O -0.793 0.849 -0.171
O 0.849 -0.531 0.113
O 2.278 -2.245 -2.343
H 2.606 -1.937 -3.149
H 1.361 -1.948 -2.171
O 3.759 -0.503 -0.936
H 3.689 -1.046 -0.153
H 3.087 -0.966 -1.398
O -1.357 3.215 -2.179
H -0.823 3.371 -2.978
H -0.702 3.095 -1.466
O -2.438 0.680 2.611
H -1.495 0.727 2.346
H -2.911 1.190 1.978
O 2.720 -2.105 1.138
H 2.443 -2.491 1.960
H 2.066 -1.420 0.883
O -1.132 3.335 1.121
H -0.271 3.746 0.925
H -0.821 2.435 1.147
O -2.451 0.512 -2.256
H -2.573 1.381 -2.596
H -1.795 0.717 -1.615
O -3.475 -1.026 0.169
H -3.459 -0.746 -0.710
H -3.412 -0.252 0.751
O -0.400 -1.950 -2.129
H -0.395 -2.782 -1.602
H -0.252 -1.330 -1.384
O 2.238 1.867 -1.986
H 1.593 1.328 -2.452
H 2.614 1.390 -1.232
O 0.349 -0.441 4.396
H 0.735 -0.278 3.547
H 0.024 0.363 4.766
O -0.508 -2.771 1.454
H -0.414 -1.903 1.120
H -0.984 -2.745 2.284